DFT (ωB97M-V/def2-TZVPD) results for a structure of composition C32H64O15S2 at a distorted geometry.

```
! RIJCOSX wB97M-V def2-TZVPD def2/J DEFGRID3
* xyz 0 1
S -2.457 -4.477 -0.569
S -1.891 4.243 1.556
O -3.500 -4.902 0.586
O -2.686 3.051 1.420
O -1.899 5.100 0.209
O -3.159 -4.071 -1.747
O -2.070 5.057 2.723
O -0.322 3.863 1.479
O -0.070 3.641 -2.493
O -1.449 -3.619 -0.017
O -1.868 -6.001 -0.705
O 5.421 1.317 -2.345
O 2.964 -4.107 -1.016
O -2.562 -3.272 4.337
O 1.701 1.924 4.507
O 0.935 -0.068 -0.053
O -5.932 1.824 -1.524
C 4.784 -4.830 0.316
C 4.544 -3.325 0.546
C -0.684 3.132 -3.692
C 0.234 -1.230 -0.554
C 3.032 1.541 4.230
C -2.734 -6.969 -0.109
C 0.382 4.906 0.818
C -1.822 -1.318 5.294
C -0.622 5.749 0.012
C -2.710 -2.541 5.542
C -1.031 -0.648 -1.139
C 4.206 0.790 -1.798
C 2.886 0.607 3.030
C 3.173 -3.053 -0.105
C 1.643 -0.185 3.385
C -1.382 0.453 -0.145
C 5.136 -0.954 -3.034
C 6.150 0.160 -2.876
C 0.923 0.720 4.418
C -5.204 3.953 -1.995
C -5.829 3.407 -3.308
C 1.748 3.225 -3.976
C 0.027 0.961 0.307
C -3.988 -6.183 0.258
C 1.308 3.330 -2.506
C -6.304 2.004 -2.883
C -2.538 -2.366 3.217
C -2.265 -1.005 3.870
C -4.820 2.681 -1.221
C 3.793 -0.259 -2.802
C 3.606 -5.277 -0.517
C 0.418 3.045 -4.740
H -1.892 1.291 -0.615
H 0.139 1.847 -0.318
H 1.141 4.437 0.191
H 6.915 0.005 -2.118
H -1.518 3.768 -3.982
H 0.428 2.157 -5.370
H 1.956 -1.144 3.793
H 5.166 -1.411 -4.021
H -5.012 3.354 -4.025
H -2.189 -7.437 0.720
H 5.712 -4.956 -0.244
H -4.307 4.542 -2.191
H -3.742 -2.294 5.829
H -2.080 -0.484 5.952
H -0.123 0.979 4.304
H 6.522 0.492 -3.844
H 2.908 -0.779 -2.424
H 0.948 5.451 1.579
H -5.945 4.524 -1.442
H 3.489 1.593 -1.615
H 2.431 2.382 -4.091
H 2.887 -5.829 0.110
H -0.933 -0.271 -2.157
H -1.529 -0.371 3.375
H -5.834 1.207 -3.470
H 4.921 -5.333 1.271
H -4.583 -6.578 1.077
H 2.285 4.101 -4.330
H 3.734 -6.022 -1.303
H 5.317 -1.693 -2.252
H -1.738 -2.695 2.552
H 3.672 2.406 4.055
H 4.479 0.461 -0.783
H -0.429 5.692 -1.055
H -3.206 -0.454 3.913
H 0.010 -1.822 0.335
H -2.906 -7.898 -0.662
H -3.486 -2.463 2.685
H 3.826 0.100 2.802
H -0.752 6.776 0.346
H 5.293 -2.782 -0.032
H -1.914 0.111 0.742
H 4.629 -3.082 1.602
H 1.583 2.480 -1.876
H 2.410 -2.943 0.680
H -7.376 1.817 -2.947
H 0.985 -0.288 2.523
H 3.086 -2.078 -0.587
H 0.900 -1.741 -1.245
H 1.831 4.193 -2.076
H -2.410 -3.229 6.337
H 1.023 0.144 5.347
H -3.865 2.233 -1.506
H -1.105 2.168 -3.384
H -6.617 4.087 -3.616
H 2.734 1.237 2.148
H 0.273 3.891 -5.415
H -0.034 1.076 1.387
H 3.452 1.052 5.123
H -0.777 -1.538 5.500
H -1.824 -1.396 -1.093
H 3.364 0.316 -3.628
H -4.645 -6.139 -0.615
H -4.894 2.752 -0.139
*
```

Output
Highest occupied orbital energy ... -9.252 eV
F_max ... 0.04504 Eh/bohr
Lowest unoccupied orbital energy ... 0.5 eV


DFT (ωB97M-V/def2-TZVPD) results for a cluster of 8 separate species, C32H64O18 in total at a distorted geometry.

```
! RIJCOSX wB97M-V def2-TZVPD def2/J DEFGRID3
* xyz 0 1
O 6.480 5.997 23.763
O 13.094 0.524 18.675
O 17.504 5.131 20.816
O 7.628 0.286 19.049
O 6.654 8.033 24.673
O 11.401 2.176 22.611
O 8.841 5.374 18.238
O 11.656 1.947 17.602
O 13.751 0.851 27.461
O 12.211 4.026 23.613
O 13.890 2.458 18.146
O 8.574 -0.908 27.397
O 7.275 -1.770 29.057
O 14.428 0.671 25.289
O 9.058 -0.455 29.430
O 16.912 2.965 21.446
O 6.905 2.282 18.210
O 10.183 6.724 19.530
C 13.973 3.580 17.264
C 8.125 -0.932 24.966
C 12.779 1.671 18.076
C 9.698 5.636 19.296
C 8.644 5.228 24.506
C 12.169 0.851 25.752
C 5.866 2.391 19.222
C 16.556 0.854 24.299
C 12.314 3.114 22.845
C 8.215 -1.129 28.662
C 10.040 4.435 20.093
C 12.038 -0.414 19.062
C 17.377 4.202 21.640
C 4.901 3.583 18.988
C 7.865 5.888 23.419
C 8.770 -0.133 30.764
C 13.459 2.931 21.928
C 6.022 7.104 24.363
C 9.009 1.820 22.445
C 13.566 0.731 26.266
C 11.257 0.095 20.264
C 4.501 7.219 24.560
C 16.615 2.608 20.087
C 10.180 2.036 23.369
C 7.714 -1.396 26.381
C 7.245 7.112 17.898
C 7.704 1.208 18.259
C 8.365 6.276 17.274
C 17.756 4.567 23.069
C 15.828 0.803 25.593
C 8.705 1.183 17.150
C 16.452 1.121 19.983
H 8.821 5.856 25.380
H 13.261 4.318 17.633
H 9.987 2.832 24.088
H 4.024 6.435 23.972
H 12.053 0.239 24.857
H 6.351 2.491 20.193
H 6.787 7.893 17.292
H 13.967 2.005 22.197
H 9.643 5.041 24.115
H 10.294 1.177 24.030
H 13.201 2.916 20.870
H 16.132 1.562 23.588
H 7.931 0.562 30.736
H 9.316 4.404 20.907
H 16.928 4.473 23.772
H 9.181 -1.188 24.877
H 7.641 -2.473 26.530
H 10.673 0.985 20.029
H 15.991 1.738 26.127
H 16.163 -0.057 26.172
H 18.539 3.916 23.459
H 5.457 4.514 19.100
H 14.116 3.761 22.190
H 9.009 0.776 22.131
H 7.601 -1.532 24.222
H 4.107 8.217 24.367
H 6.726 -0.998 26.615
H 8.959 2.199 16.846
H 15.932 0.765 20.872
H 8.955 2.549 21.636
H 8.207 0.786 16.265
H 4.353 3.429 18.058
H 8.354 -1.015 31.252
H 17.961 5.634 23.159
H 11.985 1.884 25.457
H 4.163 3.662 19.786
H 7.708 7.618 18.745
H 6.536 6.450 18.394
H 8.280 6.844 23.101
H 11.516 0.486 26.545
H 16.567 -0.127 23.823
H 11.074 4.602 20.395
H 9.134 7.008 17.027
H 11.412 -0.509 18.175
H 8.021 0.144 24.823
H 10.508 -0.601 20.640
H 8.279 4.211 24.648
H 7.827 5.232 22.549
H 11.880 0.436 21.090
H 17.592 1.143 24.479
H 7.914 5.860 16.374
H 17.352 2.934 19.354
H 5.364 1.427 19.150
H 13.706 3.406 16.222
H 4.317 6.795 25.547
H 8.045 1.903 22.947
H 12.360 -1.444 19.215
H 15.988 0.823 19.042
H 15.732 3.176 19.792
H 10.053 3.522 19.498
H 17.434 0.646 19.958
H 14.966 4.022 17.340
H 9.522 0.460 31.283
H 9.555 0.512 17.277
*
```

Output
Highest occupied orbital energy ... -10.140 eV
F_max ... 0.07910 Eh/bohr
Lowest unoccupied orbital energy ... 0.4 eV